Entry 1:
Density functional theory data (ωB97M-V/def2-TZVPD) for a cluster of 7 separate species, C39H79O10PS in total at a distorted geometry.

Each line ends with the Löwdin charge.
Atoms and positions in Å:
C -1.573 1.146 3.242  -0.130
C -2.962 1.257 2.320  -0.261
C -3.073 2.726 1.609  -0.221
C -4.159 2.822 0.369  -0.187
C -4.003 1.527 -0.686  -0.219
C -5.012 0.343 -0.302  -0.231
C -4.806 -1.183 -0.672  -0.227
C -3.513 -1.872 -1.265  -0.224
C -2.182 -1.086 -1.709  -0.231
C -1.084 -0.858 -0.499  -0.178
C 0.475 -0.651 -1.067  -0.553
P 0.223 0.846 -2.255  0.982
C -0.255 2.412 -1.195  -0.285
C 1.866 1.348 -3.130  -0.426
C 1.497 2.559 -4.196  -0.196
C 1.322 -0.274 0.319  -0.157
O 2.437 -1.242 0.464  -0.256
S 1.731 -2.629 -0.310  0.906
O 0.928 -3.258 0.887  -0.331
O 2.705 -3.826 -0.634  -0.324
O 0.862 -1.957 -1.616  -0.219
H -1.659 0.224 3.958  0.079
H -1.529 2.157 3.864  0.088
H -0.610 0.989 2.594  0.048
H -3.864 1.101 3.048  0.112
H -2.932 0.343 1.593  0.084
H -1.979 3.021 1.234  0.085
H -3.294 3.502 2.489  0.123
H -5.264 3.006 0.700  0.112
H -3.805 3.759 -0.282  0.101
H -4.293 1.961 -1.750  0.122
H -2.856 1.325 -0.655  0.064
H -5.191 0.440 0.879  0.109
H -6.074 0.686 -0.739  0.128
H -5.084 -1.802 0.322  0.124
H -5.717 -1.494 -1.393  0.121
H -3.143 -2.734 -0.519  0.122
H -3.823 -2.497 -2.239  0.125
H -2.477 -0.116 -2.293  0.087
H -1.619 -1.766 -2.512  0.121
H -1.297 0.062 0.190  0.077
H -1.146 -1.823 0.200  0.136
H -1.264 2.912 -1.581  0.062
H -0.374 2.173 -0.051  0.035
H 0.588 3.250 -1.278  0.069
H 2.343 0.400 -3.655  0.092
H 2.588 1.768 -2.306  0.074
H 1.304 2.164 -5.292  0.081
H 0.490 3.113 -3.881  0.065
H 2.332 3.395 -4.237  0.082
H 0.626 -0.339 1.257  0.122
H 1.886 0.755 0.333  0.149
C 6.285 -3.149 1.698  -0.172
C 5.490 -2.145 0.904  -0.176
C 5.324 -1.015 1.897  -0.212
O 6.479 -1.036 2.747  -0.144
C 7.193 -2.258 2.517  -0.206
H 6.834 -3.864 1.079  0.117
H 5.616 -3.711 2.361  0.120
H 6.079 -1.803 0.044  0.124
H 4.537 -2.531 0.534  0.076
H 4.442 -1.167 2.527  0.100
H 5.242 -0.039 1.411  0.119
H 8.108 -2.011 1.966  0.116
H 7.472 -2.708 3.473  0.116
C 0.543 -5.023 -3.188  -0.184
C -0.012 -6.411 -3.374  -0.173
C -0.820 -6.262 -4.645  -0.210
O -0.173 -5.253 -5.433  -0.138
C 0.803 -4.592 -4.615  -0.200
H 1.439 -4.988 -2.563  0.099
H -0.218 -4.377 -2.735  0.109
H 0.808 -7.121 -3.534  0.119
H -0.609 -6.764 -2.528  0.118
H -1.837 -5.918 -4.431  0.115
H -0.879 -7.193 -5.216  0.113
H 1.794 -4.914 -4.952  0.119
H 0.723 -3.510 -4.748  0.116
C -1.649 7.290 0.382  -0.172
C -2.562 7.184 -0.813  -0.180
C -1.728 6.369 -1.778  -0.204
O -0.897 5.510 -0.986  -0.172
C -0.969 5.938 0.381  -0.195
H -2.172 7.503 1.317  0.119
H -0.909 8.081 0.214  0.120
H -3.467 6.628 -0.540  0.112
H -2.865 8.151 -1.222  0.116
H -1.072 7.011 -2.376  0.118
H -2.340 5.767 -2.456  0.116
H -1.559 5.197 0.932  0.097
H 0.036 5.974 0.810  0.110
C 4.756 -0.921 6.467  -0.178
C 3.570 -1.043 5.545  -0.187
C 2.433 -0.576 6.428  -0.206
O 2.984 0.380 7.344  -0.140
C 4.414 0.322 7.260  -0.207
H 5.713 -0.843 5.944  0.114
H 4.799 -1.790 7.133  0.118
H 3.688 -0.359 4.696  0.108
H 3.419 -2.052 5.153  0.118
H 2.021 -1.403 7.016  0.117
H 1.622 -0.115 5.858  0.113
H 4.756 1.227 6.746  0.117
H 4.843 0.309 8.266  0.117
C 3.410 7.094 3.859  -0.182
C 2.340 7.083 4.920  -0.182
C 1.183 7.750 4.210  -0.205
O 1.312 7.435 2.817  -0.155
C 2.608 6.859 2.598  -0.211
H 4.190 6.343 4.014  0.117
H 3.886 8.081 3.822  0.118
H 2.078 6.049 5.172  0.118
H 2.629 7.597 5.841  0.117
H 1.229 8.840 4.312  0.118
H 0.212 7.406 4.577  0.118
H 2.470 5.789 2.409  0.115
H 3.069 7.313 1.717  0.119
C -5.140 -8.825 -5.825  -0.184
C -4.298 -8.061 -6.814  -0.182
C -4.656 -6.626 -6.492  -0.207
O -4.972 -6.580 -5.094  -0.145
C -5.097 -7.925 -4.611  -0.209
H -4.770 -9.834 -5.622  0.115
H -6.168 -8.905 -6.196  0.117
H -3.235 -8.235 -6.610  0.110
H -4.494 -8.326 -7.857  0.116
H -5.544 -6.304 -7.046  0.116
H -3.839 -5.932 -6.708  0.117
H -4.221 -8.139 -3.989  0.114
H -5.995 -8.012 -3.992  0.117

LUMO energy = -0.37 eV
HOMO = -8.5 eV
Kohn-Sham gap = 8.1 eV
total charge = 0
structure (SMILES) = CCCCCCCCCC[C@@]1(P(C)CC)COS(=O)(=O)O1.C1CCOC1.C1CCOC1.C1CCOC1.C1CCOC1.C1CCOC1.C1CCOC1

=====

Entry 2:
Density functional theory data (ωB97M-V/def2-TZVPD) for a structure of composition C39H81F6N5O13PV at a distorted geometry.

Each line ends with the Mulliken spin population.
Atoms and positions in Å:
V 0.894 1.188 0.721  2.639
P 2.288 1.685 -2.914  0.003
F 1.016 0.702 -3.097  -0.001
F 3.319 0.408 -2.624  0.000
F 2.569 1.693 -4.508  0.000
F 3.494 2.650 -2.563  0.001
F 1.282 2.964 -3.064  -0.001
F 1.912 1.619 -1.289  0.062
C 2.982 -2.786 4.462  0.000
C 2.124 -1.898 3.802  -0.001
C 2.062 -1.877 2.274  0.009
O 1.356 -1.014 1.589  0.055
C 2.838 -2.701 1.474  0.009
C 3.745 -3.680 2.074  -0.002
C 3.830 -3.694 3.717  -0.001
O 4.633 -4.516 4.152  -0.001
O 4.468 -4.535 1.443  0.005
O 1.646 -0.952 4.527  0.000
H 2.899 -2.820 5.538  0.000
H 2.753 -2.703 0.398  -0.003
C -0.763 -4.512 3.314  0.001
C -2.069 -3.847 2.687  -0.001
C -3.209 -4.967 2.584  0.000
C -3.846 -5.241 3.993  0.000
C -4.428 -3.927 4.575  0.000
C -3.351 -2.748 4.695  0.001
N -2.518 -2.666 3.454  0.001
O -1.495 -1.655 3.479  0.029
C -4.123 -1.414 4.757  0.000
C -2.452 -2.923 5.978  0.000
C -1.787 -3.347 1.226  0.008
H 0.107 -3.879 3.490  -0.001
H -0.411 -5.347 2.707  0.000
H -0.907 -4.815 4.351  0.000
H -3.937 -4.620 1.852  0.000
H -2.815 -5.940 2.291  0.000
H -3.015 -5.607 4.596  0.000
H -4.618 -6.000 3.873  0.000
H -4.841 -4.173 5.553  0.000
H -5.234 -3.478 3.995  0.000
H -3.524 -0.592 5.148  0.000
H -4.484 -1.289 3.735  0.000
H -5.056 -1.489 5.315  0.000
H -1.621 -2.217 5.965  0.000
H -2.972 -2.617 6.886  0.000
H -1.949 -3.884 6.076  0.000
H -2.717 -3.021 0.761  0.000
H -1.283 -4.100 0.620  0.000
H -1.143 -2.470 1.147  -0.006
H -0.940 -1.824 4.243  -0.001
C -7.202 4.640 -3.124  0.000
O -5.949 4.028 -3.490  0.000
C -4.884 4.317 -2.551  0.000
C -3.487 4.118 -3.145  0.000
N -3.200 2.735 -3.575  0.000
C -1.889 2.648 -4.168  -0.003
C -1.854 1.351 -4.935  -0.001
O -2.758 1.274 -5.993  0.000
C -2.479 0.411 -7.047  0.000
H -7.048 5.707 -3.280  0.000
H -7.455 4.553 -2.067  0.000
H -8.035 4.338 -3.759  0.000
H -4.955 3.699 -1.656  0.000
H -4.813 5.368 -2.273  0.000
H -2.788 4.579 -2.446  0.000
H -3.467 4.772 -4.017  0.000
H -3.988 2.440 -4.133  0.000
H -1.059 2.696 -3.464  -0.002
H -1.752 3.487 -4.851  0.000
H -2.066 0.599 -4.175  0.001
H -0.854 1.202 -5.343  0.000
H -1.772 0.815 -7.772  0.000
H -3.363 0.195 -7.646  0.000
H -2.010 -0.515 -6.716  0.000
C -2.481 4.651 3.215  0.001
O -1.862 3.397 3.098  0.004
C -0.773 3.253 3.978  0.010
C -0.159 1.867 3.974  0.050
N 0.840 1.605 2.962  0.041
C 2.051 2.437 3.261  0.022
C 3.273 1.838 2.586  0.032
O 3.039 1.710 1.168  0.019
C 4.191 0.991 0.616  0.005
H -1.751 5.444 3.057  0.000
H -2.969 4.716 4.188  0.000
H -3.309 4.578 2.511  0.000
H -1.218 3.472 4.949  0.000
H 0.052 3.931 3.758  0.000
H -0.913 1.092 3.842  -0.011
H 0.271 1.675 4.957  -0.002
H 1.037 0.629 3.129  -0.055
H 2.106 2.535 4.345  -0.001
H 1.896 3.434 2.849  0.000
H 3.399 0.831 2.984  -0.005
H 4.171 2.441 2.719  -0.002
H 4.140 -0.070 0.861  0.007
H 5.201 1.307 0.876  0.000
H 4.135 1.001 -0.473  0.003
C 2.067 4.432 0.386  0.009
O 1.057 3.474 0.473  -0.041
C -0.253 4.070 0.450  -0.014
C -1.328 3.114 0.017  0.075
N -1.261 1.965 0.875  -0.039
C -2.151 0.848 0.435  0.074
C -1.653 0.248 -0.867  -0.022
O -0.248 -0.038 -0.684  0.050
C 0.139 -1.212 -1.423  0.065
H 2.051 5.169 1.189  0.001
H 1.983 5.076 -0.490  0.001
H 3.043 3.950 0.328  -0.004
H -0.288 4.885 -0.273  0.000
H -0.438 4.608 1.380  -0.013
H -1.096 2.854 -1.015  -0.038
H -2.224 3.734 0.013  0.010
H -1.676 2.293 1.735  0.036
H -3.125 1.335 0.387  0.002
H -2.089 0.069 1.194  -0.030
H -1.784 0.911 -1.723  -0.002
H -2.312 -0.583 -1.121  -0.001
H -0.237 -1.264 -2.445  0.005
H -0.297 -2.051 -0.880  0.010
H 1.221 -1.350 -1.421  -0.044
C 6.654 -1.433 -1.662  0.000
O 5.828 -2.454 -2.230  0.000
C 4.510 -2.496 -1.650  0.001
C 3.894 -3.674 -2.554  0.000
N 3.903 -3.502 -4.032  0.000
C 2.883 -2.526 -4.404  0.000
C 3.158 -2.058 -5.825  0.000
O 4.452 -1.420 -5.839  0.000
C 4.515 -0.659 -7.005  0.000
H 7.672 -1.818 -1.605  0.000
H 6.335 -1.169 -0.653  0.000
H 6.541 -0.509 -2.230  0.000
H 3.985 -1.554 -1.811  -0.005
H 4.533 -2.705 -0.580  -0.001
H 2.852 -3.873 -2.305  0.000
H 4.445 -4.590 -2.343  0.000
H 4.734 -2.942 -4.158  0.000
H 2.965 -1.666 -3.740  0.000
H 1.932 -3.052 -4.489  0.000
H 2.344 -1.430 -6.188  0.000
H 3.235 -2.954 -6.441  0.000
H 3.765 0.130 -7.042  0.000
H 4.324 -1.328 -7.844  0.000
H 5.496 -0.198 -7.125  0.000

spin multiplicity = 4
⟨S²⟩ = 3.754
LUMO energy (alpha / beta) = 1.41 / 1.41 eV
HOMO (alpha / beta) = -3.9 / -3.9 eV
Kohn-Sham gap (alpha / beta) = 5.3 / 5.3 eV
energy above the lowest of the compared OMol25 structures with the same formula, charge and spin = 163.18 kJ/mol
total charge = -1

=====

Entry 3:
Density functional theory data (ωB97M-V/def2-TZVPD) for a cluster of 8 separate species, C39H81IN4O23 in total.

Each line ends with the Löwdin charge.
Atoms and positions in Å:
H -5.777 -0.252 5.992  0.042
N -6.637 -0.611 5.586  0.094
C -6.415 -1.136 4.446  -0.576
N -5.184 -1.205 3.806  0.146
N -7.464 -1.723 3.756  0.029
C -7.336 -2.557 2.570  -0.202
C -7.735 -1.857 1.266  -0.186
C -7.290 -0.412 1.085  -0.189
C -5.848 -0.200 0.613  -0.170
C -5.713 0.783 -0.535  -0.351
N -6.309 0.189 -1.728  0.069
C -4.268 1.276 -0.699  -0.288
C -3.866 2.507 0.130  -0.123
C -4.691 2.933 1.343  -0.308
C -5.801 3.917 1.010  -0.659
I -5.100 5.921 0.973  0.859
O -3.327 0.244 -0.401  -0.090
C -3.030 -0.685 -1.404  -0.285
O -1.695 -1.076 -1.238  -0.014
H -5.221 -1.340 2.809  0.047
H -4.576 -0.431 4.035  0.099
H -8.130 -2.059 4.437  0.126
H -8.002 -3.406 2.708  0.116
H -6.333 -2.987 2.503  0.111
H -8.822 -1.896 1.185  0.108
H -7.344 -2.455 0.437  0.110
H -7.452 0.112 2.030  0.106
H -7.955 0.047 0.353  0.108
H -5.224 0.154 1.431  0.087
H -5.405 -1.151 0.294  0.116
H -6.323 1.658 -0.287  0.129
H -5.952 -0.746 -1.899  0.073
H -6.145 0.739 -2.563  0.078
H -4.135 1.531 -1.759  0.138
H -3.827 3.369 -0.542  0.104
H -2.837 2.315 0.431  0.120
H -5.138 2.079 1.856  0.096
H -4.022 3.388 2.070  0.087
H -6.617 3.905 1.725  0.037
H -6.211 3.763 0.017  0.030
H -3.653 -1.581 -1.307  0.122
H -3.213 -0.226 -2.384  0.132
H -1.155 -0.693 -1.937  0.100
C 0.551 -0.600 1.201  -0.060
C 0.978 -1.894 0.553  -0.202
O 2.094 -1.709 -0.346  0.023
C 3.286 -1.603 0.234  -0.626
O 3.512 -1.672 1.416  0.123
O 4.199 -1.410 -0.718  -0.004
C 5.532 -1.218 -0.230  -0.025
H 0.329 0.153 0.444  0.063
H -0.353 -0.765 1.786  0.086
H 1.331 -0.223 1.862  0.079
H 0.186 -2.286 -0.078  0.086
H 1.239 -2.644 1.298  0.129
H 5.792 -2.007 0.470  0.070
H 5.624 -0.253 0.265  0.098
H 6.171 -1.255 -1.107  0.098
C 9.908 -6.749 -2.031  -0.065
C 10.010 -6.950 -0.537  -0.204
O 9.415 -5.851 0.186  0.036
C 8.089 -5.893 0.292  -0.613
O 7.372 -6.788 -0.078  0.120
O 7.692 -4.821 0.979  0.005
C 6.283 -4.758 1.221  -0.040
H 10.353 -5.798 -2.323  0.084
H 10.441 -7.548 -2.548  0.081
H 8.870 -6.765 -2.357  0.075
H 11.044 -6.953 -0.200  0.122
H 9.528 -7.875 -0.223  0.121
H 5.931 -5.667 1.704  0.098
H 5.742 -4.617 0.286  0.098
H 6.140 -3.905 1.877  0.090
C -3.136 5.950 6.796  -0.063
C -3.458 5.723 5.337  -0.211
O -4.020 4.412 5.113  0.017
C -5.317 4.294 5.398  -0.620
O -6.038 5.167 5.807  0.123
O -5.686 3.040 5.141  -0.014
C -7.070 2.749 5.402  -0.033
H -2.475 5.166 7.167  0.081
H -2.630 6.909 6.911  0.081
H -4.045 5.966 7.394  0.077
H -2.561 5.728 4.721  0.122
H -4.155 6.469 4.959  0.120
H -7.711 3.446 4.866  0.094
H -7.277 2.813 6.469  0.101
H -7.211 1.729 5.062  0.059
C -0.291 -4.688 -1.592  -0.060
C -1.637 -5.275 -1.238  -0.203
O -1.532 -6.661 -0.856  0.037
C -1.118 -6.872 0.393  -0.614
O -0.907 -6.024 1.223  0.118
O -1.083 -8.186 0.605  0.005
C -0.704 -8.564 1.934  -0.034
H 0.191 -5.268 -2.379  0.086
H -0.426 -3.665 -1.945  0.069
H 0.360 -4.667 -0.720  0.073
H -2.309 -5.288 -2.093  0.123
H -2.104 -4.722 -0.423  0.121
H -1.340 -8.073 2.667  0.095
H 0.334 -8.294 2.123  0.098
H -0.831 -9.641 1.969  0.093
C 2.574 1.779 -0.721  -0.055
C 2.255 2.808 -1.780  -0.198
O 2.560 4.146 -1.337  0.035
C 3.844 4.493 -1.411  -0.614
O 4.735 3.827 -1.874  0.121
O 3.960 5.751 -0.987  0.003
C 5.287 6.286 -1.067  -0.035
H 2.071 2.026 0.215  0.086
H 2.249 0.790 -1.044  0.071
H 3.648 1.744 -0.539  0.080
H 1.189 2.846 -1.994  0.121
H 2.797 2.609 -2.704  0.124
H 5.679 6.183 -2.076  0.095
H 5.947 5.769 -0.372  0.097
H 5.187 7.331 -0.794  0.093
C 9.591 -3.388 -7.705  -0.064
C 10.608 -4.064 -6.816  -0.207
O 9.983 -4.983 -5.896  0.032
C 9.668 -6.172 -6.404  -0.614
O 9.888 -6.549 -7.527  0.122
O 9.075 -6.889 -5.450  -0.009
C 8.664 -8.201 -5.852  -0.032
H 8.830 -2.891 -7.103  0.082
H 10.087 -2.636 -8.320  0.080
H 9.112 -4.110 -8.364  0.077
H 11.112 -3.351 -6.168  0.122
H 11.351 -4.606 -7.400  0.122
H 9.496 -8.743 -6.295  0.096
H 7.851 -8.139 -6.574  0.098
H 8.327 -8.683 -4.940  0.092
C -3.225 12.450 -0.621  -0.065
C -3.845 11.389 -1.500  -0.207
O -2.889 10.372 -1.863  0.036
C -2.668 9.443 -0.935  -0.613
O -3.241 9.346 0.122  0.098
O -1.798 8.561 -1.424  0.006
C -1.506 7.472 -0.536  -0.034
H -2.349 12.881 -1.106  0.081
H -3.948 13.247 -0.445  0.080
H -2.933 12.032 0.341  0.077
H -4.164 11.797 -2.457  0.122
H -4.695 10.914 -1.012  0.122
H -2.434 7.043 -0.168  0.021
H -0.915 7.821 0.310  0.100
H -0.940 6.759 -1.125  0.094

LUMO energy = 0.11 eV
HOMO = -8.8 eV
Kohn-Sham gap = 8.9 eV
total charge = 0
structure (SMILES) = [H]/N=C(\N)NCCCC[C@H](N)[C@@H](CCCI)OCO.CCOC(=O)OC.CCOC(=O)OC.CCOC(=O)OC.CCOC(=O)OC.CCOC(=O)OC.CCOC(=O)OC.CCOC(=O)OC

=====

Look up the total charge of the third one. 0

=====

Which of these has the lowest total charge? C39H81F6N5O13PV

=====

total charge of number 2 (C39H81F6N5O13PV)? -1

=====

What is the formula in the third record? C39H81IN4O23